The following is a quantum chemistry calculation of a cluster of 6 separate species, C29H51BClFNO17S5 in total, from OMol25.

Results
Kohn-Sham gap: 5.91 eV
largest force on an atom: 9.408 eV/A
E: -137283.478 eV
charge: -1

Last columns: bonded neighbours and bond lengths (Å).
Cartesian coordinates (Å):
1 C -4.08 -4.02 -6.53  C2 1.663, H21 1.189, H22 1.192, H23 1.170
2 C -2.48 -4.16 -6.10  C1 1.663, O3 1.334, O4 1.467
3 O -1.59 -3.75 -7.01  C2 1.334
4 O -2.20 -4.77 -4.79  C2 1.467, C5 1.469
5 C -1.14 -4.08 -4.05  O4 1.469, C6 1.666, H24 1.169, H25 1.194
6 C -1.73 -3.36 -2.68  C5 1.666, O7 1.501, C10 1.639, H26 1.172
7 O -0.62 -3.66 -1.72  C6 1.501, B8 1.505
8 B 0.39 -2.54 -1.80  O7 1.505, O9 1.481, H27 1.194, H28 1.184
9 O -0.47 -1.42 -2.23  B8 1.481, C10 1.501
10 C -1.88 -1.72 -2.64  C6 1.639, O9 1.501, C11 1.655, C15 1.672
11 C -2.30 -1.22 -4.16  C10 1.655, C12 1.641, H29 1.186, H30 1.184
12 C -2.66 0.38 -4.27  C11 1.641, O13 1.362, Cl14 1.867
13 O -3.08 0.88 -5.46  C12 1.362
14 Cl -2.51 1.62 -2.88  C12 1.867
15 C -3.05 -1.54 -1.46  C10 1.672, O16 1.351, N17 1.512
16 O -4.22 -0.95 -1.79  C15 1.351
17 N -2.65 -2.01 -0.08  C15 1.512, C18 1.510, H31 1.044
18 C -3.65 -2.97 0.53  N17 1.510, O19 1.334, F20 1.511
19 O -4.91 -3.18 0.15  C18 1.334
20 F -3.17 -3.72 1.75  C18 1.511
21 H -4.81 -4.56 -5.76  C1 1.189
22 H -4.22 -4.62 -7.55  C1 1.192
23 H -4.42 -2.90 -6.60  C1 1.170
24 H -0.46 -3.37 -4.69  C5 1.169
25 H -0.41 -4.94 -3.65  C5 1.194
26 H -2.80 -3.77 -2.43  C6 1.172
27 H 0.61 -2.26 -0.66  B8 1.194
28 H 1.37 -2.79 -2.41  B8 1.184
29 H -1.40 -1.41 -4.92  C11 1.186
30 H -3.25 -1.83 -4.50  C11 1.184
31 H -2.40 -1.23 0.57  N17 1.044
32 C -1.91 4.51 1.64  C33 1.528, C38 1.521, H39 1.094, H40 1.097
33 C -0.43 4.88 1.74  C32 1.528, C34 1.528, H41 1.097, H42 1.094
34 C 0.38 3.74 1.12  C33 1.528, S35 1.787, H43 1.093, H44 1.093
35 S -0.69 2.99 -0.11  C34 1.787, O36 1.448, O37 1.449, C38 1.782
36 O -1.00 1.64 0.32  S35 1.448
37 O -0.18 3.29 -1.43  S35 1.449
38 C -2.11 4.02 0.21  C32 1.521, S35 1.782, H45 1.091, H46 1.094
39 H -2.55 5.36 1.86  C32 1.094
40 H -2.14 3.71 2.35  C32 1.097
41 H -0.24 5.81 1.19  C33 1.097
42 H -0.13 5.05 2.78  C33 1.094
43 H 1.28 4.10 0.63  C34 1.093
44 H 0.63 2.98 1.86  C34 1.093
45 H -3.03 3.45 0.08  C38 1.091
46 H -2.08 4.85 -0.50  C38 1.094
47 C 2.48 8.56 5.37  C48 1.528, C53 1.521, H54 1.094, H55 1.097
48 C 3.92 8.27 4.94  C47 1.528, C49 1.528, H56 1.097, H57 1.094
49 C 3.94 6.86 4.35  C48 1.528, S50 1.787, H58 1.093, H59 1.093
50 S 2.31 6.57 3.69  C49 1.787, O51 1.448, O52 1.449, C53 1.782
51 O 1.69 5.51 4.46  S50 1.448
52 O 2.37 6.54 2.25  S50 1.449
53 C 1.61 8.12 4.21  C47 1.521, S50 1.782, H60 1.091, H61 1.094
54 H 2.34 9.62 5.61  C47 1.094
55 H 2.24 7.98 6.27  C47 1.097
56 H 4.22 9.00 4.17  C48 1.097
57 H 4.62 8.36 5.77  C48 1.094
58 H 4.68 6.78 3.54  C49 1.093
59 H 4.14 6.11 5.12  C49 1.093
60 H 0.56 7.98 4.49  C53 1.091
61 H 1.68 8.82 3.37  C53 1.094
62 C -2.83 -2.36 4.69  C63 1.528, C68 1.521, H69 1.094, H70 1.097
63 C -3.49 -2.29 6.07  C62 1.528, C64 1.528, H71 1.097, H72 1.094
64 C -2.76 -1.22 6.87  C63 1.528, S65 1.787, H73 1.093, H74 1.093
65 S -2.12 -0.05 5.68  C64 1.787, O66 1.448, O67 1.449, C68 1.782
66 O -0.67 -0.10 5.70  S65 1.448
67 O -2.86 1.20 5.79  S65 1.449
68 C -2.69 -0.92 4.23  C62 1.521, S65 1.782, H75 1.091, H76 1.094
69 H -3.43 -2.95 3.99  C62 1.094
70 H -1.85 -2.83 4.77  C62 1.097
71 H -4.54 -2.01 5.96  C63 1.097
72 H -3.45 -3.26 6.58  C63 1.094
73 H -3.43 -0.70 7.56  C64 1.093
74 H -1.91 -1.63 7.42  C64 1.093
75 H -1.97 -0.79 3.41  C68 1.091
76 H -3.66 -0.49 3.94  C68 1.094
77 C 1.80 -6.80 -8.32  C78 1.528, C83 1.521, H84 1.094, H85 1.097
78 C 1.67 -5.74 -9.41  C77 1.528, C79 1.528, H86 1.097, H87 1.094
79 C 1.40 -4.40 -8.72  C78 1.528, S80 1.787, H88 1.093, H89 1.093
80 S 2.15 -4.51 -7.10  C79 1.787, O81 1.448, O82 1.449, C83 1.782
81 O 1.10 -4.47 -6.11  S80 1.448
82 O 3.30 -3.64 -7.05  S80 1.449
83 C 2.71 -6.20 -7.26  C77 1.521, S80 1.782, H90 1.091, H91 1.094
84 H 2.20 -7.74 -8.71  C77 1.094
85 H 0.81 -7.01 -7.89  C77 1.097
86 H 2.61 -5.68 -9.97  C78 1.097
87 H 0.88 -5.98 -10.12  C78 1.094
88 H 1.84 -3.57 -9.27  C79 1.093
89 H 0.33 -4.23 -8.59  C79 1.093
90 H 2.64 -6.71 -6.30  C83 1.091
91 H 3.75 -6.17 -7.60  C83 1.094
92 C 2.74 0.08 4.74  C93 1.528, C98 1.521, H99 1.094, H100 1.097
93 C 2.44 0.55 3.32  C92 1.528, C94 1.528, H101 1.097, H102 1.094
94 C 3.60 1.43 2.87  C93 1.528, S95 1.787, H103 1.093, H104 1.093
95 S 5.03 0.86 3.77  C94 1.787, O96 1.448, O97 1.449, C98 1.782
96 O 5.46 1.91 4.66  S95 1.448
97 O 5.94 0.21 2.85  S95 1.449
98 C 4.19 -0.38 4.72  C92 1.521, S95 1.782, H105 1.091, H106 1.094
99 H 2.06 -0.72 5.06  C92 1.094
100 H 2.62 0.92 5.44  C92 1.097
101 H 2.36 -0.32 2.66  C93 1.097
102 H 1.49 1.09 3.26  C93 1.094
103 H 3.78 1.34 1.80  C94 1.093
104 H 3.43 2.48 3.13  C94 1.093
105 H 4.63 -0.45 5.72  C98 1.091
106 H 4.29 -1.34 4.20  C98 1.094

The following is a quantum chemistry calculation of a cluster of 2 separate species, C4H11N3 in total, from OMol25.

Results
Kohn-Sham gap: 9.79 eV
energy relative to the best compared isomer or geometry (same formula, charge and spin): 358.7 kJ/mol
structure (SMILES): [H]/N=C/[C@H](C)N.C=N
largest force on an atom: 2.449 eV/A
E: -8793.902 eV

Last columns: bonded neighbours and bond lengths (Å).
Cartesian coordinates (Å):
1 H 0.38 -1.74 1.60  N2 1.018
2 N 0.00 -0.90 1.16  H1 1.018, C3 1.326
3 C 0.60 -0.60 0.02  N2 1.326, C4 1.527, H7 1.095
4 C 0.55 0.84 -0.46  C3 1.527, C5 1.532, N6 1.458, H8 1.096
5 C 1.75 1.61 0.10  C4 1.532, H9 1.091, H10 1.091, H11 1.089
6 N -0.68 1.55 -0.13  C4 1.458, H12 1.013, H13 1.017
7 H 1.49 -1.17 -0.29  C3 1.095
8 H 0.63 0.83 -1.56  C4 1.096
9 H 2.69 1.15 -0.20  C5 1.091
10 H 1.70 1.63 1.19  C5 1.091
11 H 1.73 2.64 -0.27  C5 1.089
12 H -1.48 1.08 -0.53  N6 1.013
13 H -0.81 1.54 0.88  N6 1.017
14 C -2.09 -1.86 -0.13  N15 1.230, H16 1.300, H17 1.083
15 N -1.55 -1.72 -1.22  C14 1.230, H18 1.175
16 H -1.31 -1.43 0.82  C14 1.300
17 H -3.12 -2.17 0.02  C14 1.083
18 H -0.48 -1.27 -1.00  N15 1.175

The following is a quantum chemistry calculation of a cluster of 7 separate species, C31H46BIN8O4 in total, from OMol25.

Results
Kohn-Sham gap: 9.00 eV
structure (SMILES): CCCCCCc1cc(CN)c2c(c1C[C@@H](C)I)C(=O)N(B(O)OC)C2=O.CC#N.CC#N.CC#N.CC#N.CC#N.CC#N
largest force on an atom: 1.794 eV/A
E: -61781.800 eV

Last columns: bonded neighbours and bond lengths (Å).
Cartesian coordinates (Å):
1 C 1.99 -0.32 2.61  C2 1.569, H28 1.091, H29 1.089, H30 1.094
2 C 0.69 -0.30 3.49  C1 1.569, C3 1.539, H31 1.096, H32 1.098
3 C -0.57 -0.54 2.65  C2 1.539, C4 1.534, H33 1.100, H34 1.102
4 C -0.85 0.61 1.68  C3 1.534, C5 1.551, H35 1.097, H36 1.099
5 C -1.96 0.26 0.65  C4 1.551, C6 1.539, H37 1.098, H38 1.091
6 C -1.44 -0.43 -0.62  C5 1.539, C7 1.527, H39 1.097, H40 1.092
7 C -0.71 0.49 -1.60  C6 1.527, C8 1.375, C14 1.399
8 C -1.13 1.79 -1.74  C7 1.375, C9 1.386, H41 1.084
9 C -0.50 2.70 -2.58  C8 1.386, C10 1.512, C12 1.364
10 C -0.95 4.13 -2.75  C9 1.512, N11 1.482, H42 1.093, H43 1.094
11 N -1.75 4.27 -3.98  C10 1.482, H44 1.015, H45 1.013
12 C 0.57 2.22 -3.28  C9 1.364, C13 1.405, C26 1.530
13 C 1.00 0.89 -3.16  C12 1.405, C14 1.366, C19 1.533
14 C 0.38 0.00 -2.33  C7 1.399, C13 1.366, C15 1.514
15 C 0.88 -1.42 -2.23  C14 1.514, C16 1.574, H46 1.091, H47 1.093
16 C 1.66 -1.71 -0.89  C15 1.574, C17 1.544, I18 2.175, H48 1.087
17 C 1.14 -3.03 -0.28  C16 1.544, H49 1.098, H50 1.093, H51 1.092
18 I 3.76 -1.99 -1.38  C16 2.175
19 C 2.23 0.76 -4.07  C13 1.533, O20 1.200, N21 1.458
20 O 2.68 -0.16 -4.69  C19 1.200
21 N 2.75 2.12 -4.06  C19 1.458, B22 1.461, C26 1.473
22 B 3.20 2.58 -2.74  N21 1.461, O23 1.377, O24 1.385
23 O 3.12 3.93 -2.49  B22 1.377, H52 0.963
24 O 3.66 1.75 -1.74  B22 1.385, C25 1.438
25 C 5.09 1.65 -1.67  O24 1.438, H53 1.093, H54 1.094, H55 1.095
26 C 1.52 2.90 -4.27  C12 1.530, N21 1.473, O27 1.201
27 O 1.32 3.78 -5.06  C26 1.201
28 H 2.83 -0.74 3.16  C1 1.091
29 H 1.74 -0.90 1.73  C1 1.089
30 H 2.23 0.72 2.39  C1 1.094
31 H 0.59 0.63 4.07  C2 1.096
32 H 0.83 -1.10 4.24  C2 1.098
33 H -0.41 -1.48 2.10  C3 1.100
34 H -1.42 -0.72 3.34  C3 1.102
35 H 0.07 0.96 1.18  C4 1.097
36 H -1.21 1.45 2.29  C4 1.099
37 H -2.60 -0.47 1.16  C5 1.098
38 H -2.54 1.17 0.47  C5 1.091
39 H -2.32 -0.83 -1.15  C6 1.097
40 H -0.75 -1.21 -0.31  C6 1.092
41 H -1.98 2.15 -1.16  C8 1.084
42 H -0.11 4.83 -2.84  C10 1.093
43 H -1.58 4.47 -1.92  C10 1.094
44 H -1.20 3.88 -4.73  N11 1.015
45 H -2.60 3.72 -3.91  N11 1.013
46 H 1.62 -1.54 -3.03  C15 1.091
47 H 0.12 -2.17 -2.44  C15 1.093
48 H 1.55 -0.85 -0.23  C16 1.087
49 H 0.30 -2.86 0.41  C17 1.098
50 H 1.95 -3.49 0.28  C17 1.093
51 H 0.78 -3.71 -1.05  C17 1.092
52 H 3.18 4.05 -1.53  O23 0.963
53 H 5.61 2.48 -2.14  C25 1.093
54 H 5.38 0.68 -2.09  C25 1.094
55 H 5.36 1.59 -0.61  C25 1.095
56 C -2.06 -5.37 0.40  C57 1.453, H59 1.089, H60 1.087, H61 1.090
57 C -2.17 -4.53 1.58  C56 1.453, N58 1.147
58 N -2.28 -3.86 2.51  C57 1.147
59 H -2.28 -6.41 0.64  C56 1.089
60 H -2.75 -5.06 -0.37  C56 1.087
61 H -1.05 -5.34 -0.02  C56 1.090
62 C 4.05 -3.44 5.18  C63 1.456, H65 1.090, H66 1.089, H67 1.089
63 C 4.91 -2.62 4.34  C62 1.456, N64 1.147
64 N 5.59 -1.98 3.68  C63 1.147
65 H 3.23 -2.84 5.60  C62 1.090
66 H 3.60 -4.25 4.61  C62 1.089
67 H 4.60 -3.87 6.01  C62 1.089
68 C -6.17 -5.30 1.32  C69 1.456, H71 1.089, H72 1.089, H73 1.089
69 C -5.49 -5.47 0.04  C68 1.456, N70 1.148
70 N -4.96 -5.60 -0.96  C69 1.148
71 H -7.04 -5.95 1.40  C68 1.089
72 H -5.50 -5.54 2.15  C68 1.089
73 H -6.51 -4.28 1.45  C68 1.089
74 C -3.87 -0.57 4.85  C75 1.456, H77 1.089, H78 1.089, H79 1.090
75 C -4.91 -1.54 4.52  C74 1.456, N76 1.147
76 N -5.72 -2.30 4.25  C75 1.147
77 H -4.13 0.00 5.74  C74 1.089
78 H -2.91 -1.06 5.03  C74 1.089
79 H -3.72 0.15 4.04  C74 1.090
80 C 3.57 3.31 4.14  C81 1.456, H83 1.089, H84 1.090, H85 1.089
81 C 2.34 3.27 4.91  C80 1.456, N82 1.147
82 N 1.37 3.22 5.52  C81 1.147
83 H 4.37 3.84 4.67  C80 1.089
84 H 3.94 2.31 3.92  C80 1.090
85 H 3.43 3.81 3.19  C80 1.089
86 C -2.16 5.09 -7.94  C87 1.455, H89 1.090, H90 1.089, H91 1.089
87 C -3.03 4.62 -6.87  C86 1.455, N88 1.146
88 N -3.72 4.25 -6.03  C87 1.146
89 H -1.14 4.72 -7.81  C86 1.090
90 H -2.51 4.76 -8.91  C86 1.089
91 H -2.11 6.18 -7.95  C86 1.089

The following is a quantum chemistry calculation of the ion C3H10N3S with charge +1, from OMol25.

Results
Kohn-Sham gap: 7.83 eV
energy relative to the best compared isomer or geometry (same formula, charge and spin): 354.1 kJ/mol
structure (SMILES): [H]/N=[N+](/C)[C@@H](N)SC
largest force on an atom: 3.974 eV/A
E: -18569.203 eV
charge: +1

Last columns: bonded neighbours and bond lengths (Å).
Cartesian coordinates (Å):
1 H 2.16 -1.48 1.15  N2 1.091
2 N 2.27 -0.41 1.35  H1 1.091, N3 1.254
3 N 1.48 0.17 0.58  N2 1.254, C4 1.395, C5 1.457
4 C 1.36 1.56 0.53  N3 1.395, H9 1.046, H10 1.129, H11 1.119
5 C 0.51 -0.54 -0.24  N3 1.457, N6 1.430, S7 1.971, H12 1.153
6 N 0.84 -1.92 -0.40  C5 1.430, H13 1.041, H14 1.076
7 S -1.02 -0.46 0.99  C5 1.971, C8 1.838
8 C -2.25 -0.25 -0.36  S7 1.838, H15 1.058, H16 1.121, H17 1.100
9 H 2.27 2.01 0.79  C4 1.046
10 H 0.57 1.84 1.30  C4 1.129
11 H 0.96 2.06 -0.39  C4 1.119
12 H 0.05 0.12 -1.06  C5 1.153
13 H 0.71 -2.34 -1.35  N6 1.041
14 H 0.18 -2.36 0.32  N6 1.076
15 H -3.15 0.01 0.13  C8 1.058
16 H -2.34 -1.29 -0.75  C8 1.121
17 H -1.84 0.55 -1.00  C8 1.100

Number 1: E_LUMO 1.5604 eV, HOMO level -4.35 eV. Number 2: E_LUMO 0.5862 eV, HOMO level -9.21 eV. Number 3: E_LUMO 0.1211 eV, HOMO level -8.88 eV. Number 4: E_LUMO -5.7548 eV, HOMO level -13.59 eV.